[1]
Computed, not measured: a 12-piece molecular cluster, C7H36BF4O11 overall, with ωB97M-V/def2-TZVPD.

Values from the calculation:
HOMO energy, eV: -7.72
Net charge: -1
LUMO level, hartree: 0.09101
Relative energy (zero: lowest compared OMol25 entry of this formula, charge and spin), kcal/mol: 41.44
Frontier orbital gap, Ha: 0.375
Multiplicity: 1

Element x y z (Å)
B (-0.16, 0.88, -0.34)
F (-0.56, 0.07, -1.40)
F (-0.15, 0.14, 0.76)
F (1.12, 1.33, -0.46)
F (-0.96, 1.97, -0.23)
C (-4.47, -0.95, -2.07)
O (-4.24, 0.41, -2.15)
H (-4.74, -1.28, -1.07)
H (-5.32, -1.32, -2.65)
H (-3.59, -1.54, -2.30)
H (-3.39, 0.63, -1.76)
C (2.94, -3.28, -2.58)
O (2.20, -4.52, -2.81)
H (3.14, -3.19, -1.51)
H (3.90, -3.21, -3.09)
H (2.34, -2.46, -2.99)
H (1.80, -4.40, -3.67)
C (6.07, 1.38, -2.22)
O (6.60, 0.51, -3.25)
H (5.00, 1.54, -2.34)
H (6.32, 1.00, -1.23)
H (6.41, 2.41, -2.32)
H (7.55, 0.45, -3.13)
C (-4.20, -0.26, 4.05)
O (-3.44, -1.14, 3.20)
H (-4.89, 0.33, 3.44)
H (-4.78, -0.81, 4.80)
H (-3.53, 0.43, 4.58)
H (-2.80, -0.68, 2.64)
C (-2.78, -0.09, -6.47)
O (-1.52, -0.01, -5.94)
H (-3.54, 0.49, -5.94)
H (-2.82, 0.19, -7.52)
H (-3.13, -1.10, -6.26)
H (-1.58, -0.06, -4.98)
C (0.51, 4.10, 3.33)
O (-0.41, 3.00, 3.35)
H (0.38, 4.79, 2.49)
H (0.39, 4.71, 4.23)
H (1.53, 3.76, 3.11)
H (-0.21, 2.31, 2.72)
C (0.66, -2.85, 5.45)
O (1.67, -3.78, 5.75)
H (-0.25, -3.42, 5.60)
H (0.53, -1.99, 6.12)
H (0.88, -2.42, 4.47)
H (1.35, -4.26, 6.52)
O (-0.66, -3.73, -0.50)
H (-0.71, -2.78, -0.49)
H (0.16, -3.92, -0.96)
O (-4.14, 3.69, 2.22)
H (-3.28, 3.36, 1.95)
H (-4.11, 3.68, 3.17)
O (2.18, 4.75, -0.89)
H (1.88, 3.86, -0.71)
H (1.85, 4.94, -1.77)
O (3.78, -0.92, 1.40)
H (3.18, -0.57, 0.74)
H (4.07, -0.15, 1.90)


[2]
Computed, not measured: a 3-piece molecular cluster, C6H13O2 overall, with ωB97M-V/def2-TZVPD.

Values from the calculation:
HOMO energy, eV: -3.81
Net charge: -1
LUMO level, hartree: 0.09009
Relative energy (zero: lowest compared OMol25 entry of this formula, charge and spin), kcal/mol: 191.45
Frontier orbital gap, Ha: 0.230
Multiplicity: 1

Element x y z (Å)
C (-1.98, -0.19, -1.32)
O (-2.84, 0.41, -0.31)
C (-0.43, 0.25, -1.05)
C (0.03, -0.31, 0.26)
C (1.39, 0.45, 0.74)
C (3.73, 0.31, -0.28)
C (2.69, -0.23, 0.55)
H (-2.11, -1.33, -1.50)
H (-2.30, 0.41, -2.18)
H (-0.44, 1.39, -1.04)
H (0.06, -0.30, -1.89)
H (0.02, -1.51, 0.30)
H (-0.70, -0.22, 1.08)
H (1.28, 0.36, 1.79)
H (1.43, 1.42, 0.27)
H (2.43, 0.05, -1.27)
H (3.60, 1.49, -0.34)
H (2.84, -1.20, 1.00)
H (-2.84, -0.32, 0.86)
H (-2.86, -0.10, 2.46)
O (-2.99, -0.82, 1.86)


[3]
Computed, not measured: a 2-piece molecular cluster, C2H5ClO2P overall, with ωB97M-V/def2-TZVPD.

Values from the calculation:
HOMO energy (alpha / beta), eV: -3.90 / -5.16
Net charge: -1
LUMO level (alpha / beta), hartree: 0.13387 / 0.11741
Relative energy (zero: lowest compared OMol25 entry of this formula, charge and spin), kcal/mol: 68.90
Frontier orbital gap (alpha / beta), Ha: 0.277 / 0.307
Multiplicity: 1

Element x y z (Å)
C (1.61, -0.80, 0.26)
C (1.05, 0.57, -0.21)
O (-2.66, -1.00, 0.50)
O (-3.01, 0.26, -1.63)
P (-2.18, 0.06, -0.41)
Cl (-2.50, 1.90, 0.77)
H (2.51, -0.52, 0.93)
H (0.74, -1.23, 0.75)
H (2.04, -1.46, -0.43)
H (1.35, 0.96, -1.15)
H (1.06, 1.25, 0.62)


[4]
Computed, not measured: a 2-piece molecular cluster, C5H10O2 overall, with ωB97M-V/def2-TZVPD.

Values from the calculation:
HOMO energy, eV: -9.44
Net charge: 0
LUMO level, hartree: 0.03343
Relative energy (zero: lowest compared OMol25 entry of this formula, charge and spin), kcal/mol: 68.46
Frontier orbital gap, Ha: 0.380
SMILES: CC(=O)[C@H]1CCO1.[H][H]
Multiplicity: 1

Element x y z (Å)
C (2.22, -0.47, 0.54)
C (0.86, -0.88, 0.03)
O (0.45, -2.02, 0.07)
C (-0.02, 0.22, -0.55)
C (-1.36, 0.44, 0.15)
C (-0.78, 1.83, 0.47)
O (0.43, 1.55, -0.25)
H (2.78, -1.36, 0.84)
H (2.77, 0.08, -0.24)
H (2.11, 0.22, 1.38)
H (-0.08, 0.05, -1.64)
H (-2.23, 0.44, -0.51)
H (-1.55, -0.21, 1.00)
H (-0.59, 2.03, 1.53)
H (-1.32, 2.68, 0.03)
H (-2.16, -2.30, -1.65)
H (-1.55, -2.31, -1.22)


[5]
Computed, not measured: C6H9N as an isolated structure, with ωB97M-V/def2-TZVPD.

Values from the calculation:
HOMO energy, eV: -8.67
Net charge: 0
LUMO level, hartree: 0.04115
Relative energy (zero: lowest compared OMol25 entry of this formula, charge and spin), kcal/mol: 95.21
Frontier orbital gap, Ha: 0.360
Multiplicity: 1

Element x y z (Å)
C (-0.44, 0.56, -0.11)
C (0.68, 0.39, 1.04)
C (1.14, -0.68, -0.01)
C (0.58, 0.15, -1.13)
C (0.06, -1.70, 0.15)
C (-1.03, -0.89, 0.15)
H (-0.93, 2.47, -0.08)
H (-2.37, 1.61, 0.20)
H (0.27, -0.16, 1.99)
H (1.53, 1.04, 1.14)
H (2.25, -1.03, -0.09)
H (1.28, 0.93, -1.58)
H (0.19, -0.16, -2.05)
H (0.08, -2.76, 0.54)
H (-1.98, -1.34, 0.14)
N (-1.32, 1.57, -0.32)


[6]
Computed, not measured: a 3-piece molecular cluster, C8H14ClN2O2 overall, with ωB97M-V/def2-TZVPD.

Values from the calculation:
HOMO energy, eV: -3.17
Net charge: -1
LUMO level, hartree: 0.01814
Relative energy (zero: lowest compared OMol25 entry of this formula, charge and spin), kcal/mol: 76.54
Frontier orbital gap, Ha: 0.135
Multiplicity: 1

Element x y z (Å)
C (-2.36, 4.52, 1.80)
C (-2.35, 3.30, 0.93)
N (-1.20, 2.43, 1.15)
C (-0.49, 2.28, 2.35)
C (0.54, 1.36, 2.14)
N (0.33, 0.86, 0.84)
C (-0.71, 1.49, 0.27)
C (1.01, -0.29, 0.29)
H (-3.22, 5.18, 1.74)
H (-1.52, 5.16, 1.53)
H (-2.31, 4.22, 2.85)
H (-2.46, 3.39, -0.15)
H (-3.24, 2.76, 1.24)
H (-0.66, 2.79, 3.29)
H (1.39, 1.00, 2.71)
H (-1.19, 1.13, -0.63)
H (1.10, -0.22, -0.79)
H (0.36, -1.14, 0.49)
H (1.92, -0.59, 0.81)
C (2.40, -4.85, -3.09)
C (2.61, -6.03, -2.09)
O (3.58, -5.92, -1.27)
O (2.04, -7.09, -2.36)
H (2.83, -3.88, -2.82)
H (1.36, -4.61, -3.26)
H (2.77, -5.12, -4.08)
Cl (-2.51, -2.12, -3.87)